(1)
92
Properties=species:S:1:pos:R:3:forces:R:3:lowdin_charge:R:1 method="wB97M-V/def2-TZVPD" smiles="C[N+](=O)[O-].C[N+](=O)[O-].C[N+](=O)[O-].C[N+](=O)[O-].c1ccncc1.c1ccncc1.c1ccncc1.c1ccncc1.ClCCl.ClCCl.ClCCl.ClCCl" lumo_ev=-0.214 fmax_ev_per_a=3.45 homo_lumo_gap_ev=9.42 de_lowest_kj_mol=138.5
H -2.984 0.400 -0.235 -0.020 0.361 0.050 0.0978
Cl -2.614 -1.784 -5.241 0.549 0.552 0.308 0.4341
H 0.320 5.120 3.059 0.530 0.190 -0.065 0.0905
H -8.521 5.698 -2.531 -0.158 -0.161 0.040 0.0965
C 0.321 6.143 3.434 -0.711 -0.835 0.189 0.0393
H -0.864 -11.216 -2.625 0.131 -0.361 0.107 0.1026
H 0.188 6.844 2.610 0.091 0.048 0.260 0.1025
C 2.929 -1.451 5.734 1.017 1.357 0.705 -0.1377
C -5.111 5.617 -2.592 -1.879 -0.109 0.626 -0.0610
C -0.411 -1.580 -0.424 0.032 1.422 0.340 -0.1468
H 2.162 1.338 -4.412 0.371 0.362 -0.492 0.1044
H -6.524 4.399 2.193 0.874 0.161 -0.217 0.1002
H 3.750 6.513 -1.559 -0.389 -0.072 0.074 0.0336
C 1.911 0.621 5.069 2.043 0.854 0.855 -0.0757
C 3.254 6.023 -0.721 -0.277 -0.521 0.247 -0.9843
N -6.041 3.536 -1.711 -0.042 1.331 -0.116 0.0436
H 1.151 1.196 0.832 -0.067 0.169 0.010 0.1017
N 4.928 -4.988 -2.229 0.811 -0.736 -0.207 -0.4807
C 2.848 1.300 5.914 -0.378 -1.654 -0.046 -0.0529
C -6.359 5.444 2.457 -1.750 0.024 1.371 0.0280
H 1.374 -1.226 4.219 -0.061 -0.462 0.207 0.0963
H -6.721 6.113 1.677 0.365 0.008 0.065 0.1066
C -0.774 -9.507 -1.344 0.165 -0.403 -0.612 -0.0797
H -0.160 -2.598 -0.678 -0.344 -0.159 -0.160 0.0970
H -3.989 3.872 -2.016 -0.004 -0.243 0.233 0.0919
O 1.604 7.429 4.846 -0.252 0.676 0.865 0.0821
H -6.641 7.051 -3.160 0.193 0.211 0.097 0.0983
H 1.524 -11.885 -2.026 0.242 0.137 -0.623 0.1004
H 3.383 6.565 0.215 -0.151 -0.013 -0.258 0.0243
N 1.299 -9.040 -0.216 -0.426 -0.509 -2.269 0.0459
H 2.954 -2.529 5.675 0.269 -0.095 0.139 0.0950
C 2.005 -0.758 4.959 0.014 0.490 0.050 -0.0956
H -1.802 -9.242 -1.542 -0.102 0.027 -0.031 0.0947
O 4.506 -4.208 -1.439 -0.744 0.957 1.961 0.0722
H -0.405 -7.791 -0.082 0.006 -0.088 0.309 0.0956
Cl 3.970 4.420 -0.504 0.467 -0.060 0.017 0.4802
C -0.015 -8.703 -0.509 2.406 -1.733 -0.078 -0.1347
C 7.601 -1.823 2.697 -1.109 0.578 -0.579 -0.9289
O 3.328 3.902 -5.079 0.271 -0.331 0.304 0.0706
C -7.316 4.048 -1.827 2.452 -0.154 0.184 -0.1467
H 5.380 -6.320 -0.646 0.107 -0.026 -0.288 0.0959
H -8.107 3.492 -1.344 -0.065 -0.358 -0.340 0.0962
C 0.347 0.588 0.442 0.406 -2.014 -0.703 -0.0782
C -1.941 0.128 -0.158 1.030 -1.444 -0.135 -0.1394
H 1.245 1.175 4.425 -0.184 0.091 0.153 0.0925
H 2.836 2.372 6.046 -0.042 0.060 -0.130 0.0880
Cl 1.507 5.749 -1.021 0.329 0.598 -0.077 0.4585
H -4.904 -4.007 -1.947 -0.089 -0.308 -0.376 0.0260
Cl -1.281 0.581 -6.336 0.230 -0.050 0.588 0.5055
C -0.222 -10.656 -1.961 -0.796 1.677 0.577 -0.0740
C 0.623 -0.748 0.020 -0.443 1.090 0.503 -0.0629
N 1.594 6.465 4.139 1.146 -0.764 -1.577 -0.4522
N 3.836 -0.832 6.564 -1.213 0.312 -0.787 0.0429
H -6.938 5.609 3.366 -0.340 0.216 -0.209 0.0959
O -4.105 5.183 2.347 0.054 -0.001 0.594 0.0506
C 1.109 -10.927 -1.751 0.097 -0.664 0.327 -0.1042
H 4.446 1.013 7.350 0.292 -0.113 -0.060 0.0930
H 8.228 -0.997 3.034 0.160 -0.460 -0.185 0.0212
C -0.949 0.998 0.338 -1.725 0.142 -0.059 -0.0912
C -4.449 -4.994 -2.024 0.269 0.029 0.553 -1.0001
H 2.899 -10.292 -0.735 0.059 -0.011 0.061 0.0919
H -3.415 -4.924 -2.364 -0.392 -0.086 -0.367 0.0211
H 3.204 2.262 -3.253 -0.062 -0.092 -0.277 0.0948
O -4.838 6.821 3.558 -0.472 -1.010 -0.184 0.0618
O 2.598 5.813 3.840 -0.997 0.176 0.321 0.0381
Cl 8.421 -2.870 1.499 -0.368 0.605 0.623 0.4795
H -0.869 -0.519 -4.184 0.176 0.030 -0.588 0.0244
Cl 6.118 -0.952 1.981 1.086 -0.781 0.420 0.4033
C 3.791 0.525 6.644 -1.741 -0.838 -1.134 -0.1433
C 2.290 2.260 -3.846 -0.488 -0.675 1.376 0.0246
N -5.004 5.818 2.876 1.327 0.578 -1.465 -0.4470
Cl -4.300 -5.562 -0.332 -0.173 -0.131 -0.213 0.4632
O 1.178 4.000 -4.948 1.668 -1.369 0.877 0.0263
H 7.215 -2.424 3.520 0.199 0.062 -0.268 0.0222
H -0.500 6.185 4.149 0.152 0.504 -0.039 0.0980
H -1.310 1.956 0.683 0.269 0.264 -0.028 0.0964
N -1.697 -1.151 -0.530 0.902 0.583 0.299 0.0458
C -4.974 4.312 -2.076 -1.650 0.077 -0.439 -0.1376
H 1.421 2.291 -3.189 0.101 0.275 0.003 0.0940
C -6.430 6.089 -2.718 0.103 -0.905 -0.499 -0.0825
C -7.533 5.279 -2.404 0.586 0.803 0.235 -0.0911
H -2.415 0.327 -4.250 0.177 0.159 -0.329 0.0194
H 4.707 -7.031 -2.170 0.064 -0.108 0.224 0.0960
C -1.702 -0.254 -4.835 -1.131 -0.716 0.094 -0.9876
C 1.858 -10.093 -0.945 -1.775 1.950 2.224 -0.1355
H 1.647 -1.077 0.119 -0.019 -0.388 -0.175 0.0946
H -4.336 6.330 -2.835 0.473 -0.488 0.026 0.0971
C 5.419 -6.329 -1.736 -0.501 0.156 -0.360 0.0569
N 2.278 3.463 -4.667 -1.878 1.857 -1.731 -0.4314
H 6.399 -6.532 -2.167 -0.094 0.249 0.171 0.0966
O 4.984 -4.753 -3.404 0.316 -0.475 -1.481 0.0614
Cl -5.412 -6.097 -3.051 0.426 0.520 0.401 0.4834

***

(2)
81
Properties=species:S:1:pos:R:3:forces:R:3:lowdin_charge:R:1 method="wB97M-V/def2-TZVPD" lumo_ev=-0.547 fmax_ev_per_a=0.96 homo_lumo_gap_ev=8.24
H 3.577 3.648 -4.964 -0.123 0.095 -0.038 0.1318
O -1.144 -4.581 -0.584 0.027 -0.034 0.000 0.0645
Cl -0.161 -0.372 4.829 -0.028 -0.015 0.079 0.7498
C -3.130 -0.187 0.916 0.087 0.375 -0.555 -0.1969
C -0.790 -6.536 0.562 0.054 -0.119 -0.055 -0.1130
H 3.128 -0.115 -0.714 -0.172 0.335 -0.229 0.1122
H -1.537 -0.772 2.764 0.063 -0.282 0.108 0.0689
C -0.915 -1.050 1.915 -0.023 0.955 -0.078 -0.1367
N 2.589 0.912 4.838 0.136 0.120 -0.071 -0.2323
H -5.720 -1.014 1.149 -0.111 -0.091 -0.011 0.1173
H 5.081 -0.456 1.162 -0.084 -0.047 0.025 0.1117
C 5.949 1.365 0.403 0.157 -0.435 0.532 -0.0989
C -0.234 -5.685 -0.563 0.100 -0.085 -0.027 -0.1129
H -5.737 0.469 0.204 -0.079 0.013 0.164 0.1115
H 6.325 1.445 1.419 0.021 0.030 0.001 0.1007
H -1.547 -7.242 0.218 -0.012 0.023 -0.022 0.1331
H -7.807 0.967 -0.935 0.084 -0.181 -0.031 0.0844
C -1.719 -4.480 0.637 -0.035 0.009 -0.017 -0.5587
C 0.439 -0.437 2.192 -0.057 -0.238 -0.363 -0.1433
C 2.094 0.515 3.666 -0.005 -0.102 -0.080 -0.3834
H -1.148 0.434 0.351 0.062 0.021 -0.081 0.1078
H 5.300 -0.433 -0.572 -0.043 -0.012 -0.036 0.1100
H 4.057 2.869 -2.332 0.004 0.101 0.100 0.1174
H -8.297 -0.544 1.361 0.277 -0.009 -0.048 0.1019
H -1.569 -1.198 -0.153 0.170 0.026 -0.068 0.0995
O 2.733 4.429 -1.958 0.030 -0.013 -0.032 0.0554
C 7.094 1.284 -0.566 -0.064 -0.111 -0.599 -0.4904
H -10.176 -0.064 -1.772 0.056 0.081 -0.244 0.0690
C 2.373 5.488 -2.725 0.004 -0.013 -0.007 -0.5710
H -3.853 -1.870 -0.214 0.144 -0.002 -0.050 0.0968
H 11.042 0.928 0.162 -0.054 -0.056 0.126 0.0776
C 3.503 0.568 0.045 0.271 -0.801 0.257 -0.1013
C 3.244 3.405 -2.815 0.081 -0.206 -0.057 -0.1235
H 11.341 2.598 -0.312 0.015 -0.017 -0.064 0.0784
H -8.769 1.463 0.422 0.134 0.082 -0.045 0.1016
C -4.036 -0.795 -0.151 -0.273 -0.192 0.369 -0.2268
O 2.806 5.318 -3.999 0.017 -0.032 0.012 0.0588
C 4.978 0.169 0.277 0.178 0.377 -0.159 -0.1553
H 3.460 1.591 -0.326 -0.176 0.035 -0.042 0.1089
H 2.439 2.704 -3.046 -0.018 0.022 -0.007 0.1348
C 3.688 4.192 -4.031 0.104 -0.063 -0.024 -0.1141
H -0.852 -2.133 1.900 0.002 -0.085 -0.047 0.1076
C 2.605 0.378 1.240 0.167 0.287 -0.117 -0.0902
H 10.401 2.283 1.137 0.034 -0.108 0.071 0.0790
C -8.697 0.708 -0.365 -0.408 0.253 0.273 -0.2639
H -0.228 -6.188 -1.526 -0.116 0.091 -0.046 0.1320
H 4.716 4.548 -3.943 -0.004 0.002 0.035 0.1333
H -3.456 -0.487 1.913 0.036 -0.202 -0.001 0.1102
C 2.961 0.763 2.559 0.108 0.179 0.291 -0.2967
O 8.319 1.239 0.005 -0.410 0.587 0.278 -0.0073
H 9.028 2.982 -0.875 -0.215 -0.033 0.071 0.1273
H -7.564 -2.530 0.325 -0.120 -0.063 -0.008 0.1082
H 9.528 1.497 -1.675 -0.164 -0.058 -0.030 0.1199
N 4.092 1.370 2.930 0.067 -0.031 -0.155 -0.2174
C -8.607 -0.662 0.322 -0.316 -0.001 -0.315 -0.2192
C -9.958 0.857 -1.231 0.210 -0.031 0.390 -0.1112
H -3.274 0.897 0.859 -0.030 0.032 0.245 0.1120
C 9.343 1.952 -0.702 0.653 -0.245 -0.342 -0.2322
C 10.606 1.924 0.129 -0.077 0.165 -0.015 -0.0707
O -2.387 -3.565 0.992 -0.095 -0.131 -0.004 0.1615
C 0.831 -0.099 3.445 -0.031 0.082 0.390 -0.5413
H -5.887 -2.095 -1.366 0.024 -0.042 0.007 0.1074
H -6.578 -0.520 -1.710 0.140 -0.085 -0.145 0.1019
H 0.768 -5.309 -0.347 -0.008 0.005 0.031 0.1330
O -1.419 -5.558 1.397 0.020 -0.023 -0.026 0.0671
H -0.026 -7.072 1.119 -0.025 0.096 0.122 0.1322
H -3.796 -0.363 -1.127 0.018 -0.009 -0.048 0.1222
C 1.381 -0.189 1.132 -0.124 -0.099 0.105 -0.1632
H 5.428 2.300 0.192 0.022 0.044 -0.094 0.1222
F 0.998 -0.584 -0.095 -0.167 -0.224 -0.154 0.0795
C -5.522 -0.603 0.155 0.333 0.085 -0.331 -0.2139
O 1.766 6.428 -2.337 -0.030 0.050 0.022 0.1710
O 6.934 1.278 -1.765 0.108 0.195 0.230 0.1027
S 4.020 1.560 4.516 -0.051 0.013 0.187 1.0257
C -1.635 -0.485 0.667 -0.261 -0.279 0.272 -0.1777
C -6.407 -1.248 -0.914 -0.311 0.202 0.193 -0.2239
C -7.763 -1.725 -0.391 0.382 -0.113 0.135 -0.2144
H -8.314 -2.186 -1.214 -0.107 0.115 -0.033 0.1044
H -9.629 -1.050 0.373 -0.003 -0.027 0.180 0.1033
H -9.872 1.702 -1.911 -0.060 -0.079 -0.167 0.0653
H -10.805 1.052 -0.572 -0.112 -0.062 -0.081 0.0691